# 1
This record from OMol25 describes a molecular structure, C33H53FN6P3PtSi in a non-equilibrium geometry. The level of theory is the ωB97M-V functional and the def2-TZVPD basis.

Highest occupied orbital energy (spin up / spin down) in eV: -9.90 / -9.41
Maximum force in eV/Å: 2.06
Net charge: +1
Kohn-Sham gap (spin up / spin down) in eV: 5.75 / 4.74

The geometry in XYZ format:
```
98
C33H53FN6P3PtSi | OMol25 | the ωB97M-V functional and the def2-TZVPD basis
Pt 0.5257 -0.4806 -0.3445
P 0.4836 0.7365 1.6390
P 0.2770 -2.6951 -1.0722
P -2.0802 0.2307 -0.4158
Si 3.8430 -0.6904 -1.0862
F 0.3933 2.0086 -1.5167
N -1.0317 -4.9498 -0.0897
N 1.2089 -5.2990 -0.9242
N -0.6060 -4.9167 -2.4648
N -2.3006 2.8924 -0.2975
N -0.3866 3.2819 1.6816
N 2.5833 0.5017 -1.0149
C -2.0319 4.1354 0.1504
C -2.6742 5.2494 -0.4192
C 0.6513 -5.6067 -2.2272
C 1.9600 1.6201 2.2323
C -2.4102 6.5022 0.0629
C 2.7142 1.8244 -1.1458
C 3.6549 -1.6276 0.5729
C 5.6960 -0.2770 -1.2761
C 1.6228 4.0175 -1.3786
C -1.6448 1.8930 0.2163
C -4.6856 0.9633 -1.4033
C -3.9961 0.3195 -0.2047
C -4.4191 -1.1438 -0.0711
C -1.5090 6.6881 1.1258
C 0.2398 -5.6280 0.1039
C -1.5486 -5.2598 -1.4123
C -0.1955 -0.0756 3.1980
C -1.5971 -0.5886 2.8959
C 3.9415 2.5213 -1.0467
C -0.2442 0.9357 4.3397
C -1.0818 4.3301 1.1961
C -0.6513 2.0908 1.2116
C 4.0025 3.8921 -1.1149
C 0.7103 -1.2544 3.5391
C 2.8511 4.6551 -1.2697
C -0.4295 -3.4952 -2.6231
C -1.8893 0.4579 -2.2336
C -0.9068 -3.5265 0.1198
C -0.8439 5.6294 1.6825
C 1.5833 2.6471 -1.3468
C 3.4017 -1.6412 -2.6914
C -4.4164 1.1134 1.0320
C 1.6617 -3.9346 -0.8312
H -2.8974 7.3646 -0.3711
H 2.6163 0.9011 2.7189
H -5.7544 1.0050 -1.2045
H 1.7273 -0.9362 3.7498
H 2.9132 5.7290 -1.3110
H 4.9616 4.3800 -1.0372
H -1.9947 -1.1442 3.7431
H -2.2580 0.2503 2.6975
H 0.7366 -1.9591 2.7090
H 0.4754 -6.6845 -2.2736
H 2.0988 -3.7873 0.1595
H 0.2420 -3.3067 -3.4691
H 5.8999 0.3409 -2.1450
H -2.4809 -4.7115 -1.5738
H 2.4806 2.0548 1.3805
H -0.7024 1.8676 4.0121
H -4.1869 2.1706 0.9129
H -0.1333 5.7547 2.4857
H -0.8667 0.1873 -2.5090
H 0.7091 4.5795 -1.4941
H 3.6899 -1.0569 -3.5623
H -3.9527 0.7509 1.9457
H -4.5520 0.3964 -2.3170
H -0.8404 0.5358 5.1585
H -5.4950 1.0304 1.1568
H 4.8343 1.9458 -0.8951
H 2.4353 -3.7665 -1.5829
H 0.3350 -1.7727 4.4189
H 4.2148 -1.1304 1.3600
H 6.2434 -1.2047 -1.4110
H 0.7480 1.1507 4.7266
H -1.3461 7.6854 1.5058
H 4.0392 -2.6378 0.4972
H 1.3655 -5.3302 -3.0069
H 2.3315 -1.8208 -2.7697
H -3.3689 5.0842 -1.2270
H 2.6089 -1.6658 0.8826
H -5.5041 -1.2326 -0.0841
H -1.7539 -6.3349 -1.4643
H 3.9226 -2.5901 -2.7506
H 0.0739 -6.7072 0.0847
H -1.3971 -3.0382 -2.8489
H -1.8930 -3.0574 0.0262
H -1.5893 -1.2436 2.0254
H -2.5752 -0.1998 -2.7610
H -4.3351 1.9790 -1.5524
H -4.0464 -1.5658 0.8607
H -2.0714 1.4992 -2.4988
H 6.1216 0.2136 -0.4070
H 1.6653 2.4119 2.9179
H 0.6472 -5.3484 1.0778
H -0.5435 -3.3535 1.1400
H -4.0213 -1.7277 -0.9026
```

How positive or negative is each atom? The Löwdin charges in e answer that:
1 Pt 0.572
2 P 0.909
3 P 0.850
4 P 1.024
5 Si 0.457
6 F -0.012
7 N -0.147
8 N -0.150
9 N -0.156
10 N 0.140
11 N 0.158
12 N -0.109
13 C -0.201
14 C -0.001
15 C -0.175
16 C -0.192
17 C -0.054
18 C -0.351
19 C -0.182
20 C -0.179
21 C -0.012
22 C -0.448
23 C -0.090
24 C -0.662
25 C -0.107
26 C -0.055
27 C -0.178
28 C -0.177
29 C -0.685
30 C -0.107
31 C -0.028
32 C -0.071
33 C -0.202
34 C -0.404
35 C -0.077
36 C -0.085
37 C -0.074
38 C -0.296
39 C -0.256
40 C -0.327
41 C 0.001
42 C -0.221
43 C -0.176
44 C -0.079
45 C -0.306
46 H 0.114
47 H 0.050
48 H 0.096
49 H 0.076
50 H 0.105
51 H 0.110
52 H 0.102
53 H 0.053
54 H 0.057
55 H 0.135
56 H 0.079
57 H 0.096
58 H 0.033
59 H 0.129
60 H 0.037
61 H 0.077
62 H 0.073
63 H 0.119
64 H 0.008
65 H 0.117
66 H 0.036
67 H 0.061
68 H 0.073
69 H 0.097
70 H 0.098
71 H 0.073
72 H 0.073
73 H 0.097
74 H 0.029
75 H 0.036
76 H 0.083
77 H 0.112
78 H 0.025
79 H 0.135
80 H -0.024
81 H 0.117
82 H -0.038
83 H 0.093
84 H 0.136
85 H 0.025
86 H 0.135
87 H 0.088
88 H 0.068
89 H 0.034
90 H 0.042
91 H 0.071
92 H 0.074
93 H 0.054
94 H 0.028
95 H 0.050
96 H 0.132
97 H 0.078
98 H 0.069


# 2
This record from OMol25 describes a molecular structure, C33H53MnN2O2P2S in a non-equilibrium geometry. The level of theory is the ωB97M-V functional and the def2-TZVPD basis.

Highest occupied orbital energy (spin up / spin down) in eV: -9.19 / -8.66
Maximum force in eV/Å: 4.40
Net charge: +1
Kohn-Sham gap (spin up / spin down) in eV: 6.52 / 4.53
Multiplicity: 6

The geometry in XYZ format:
```
94
C33H53MnN2O2P2S | OMol25 | the ωB97M-V functional and the def2-TZVPD basis
Mn -0.1487 0.5927 0.2169
S 0.4982 2.8519 -0.3836
P 2.2272 0.2587 0.7522
P -2.1382 0.5052 -1.2511
O -1.3997 1.8688 2.7532
O 0.1199 2.2222 -1.7046
N -0.5182 -1.2788 1.0387
N 0.6142 -0.5950 -1.4941
C -1.0064 -4.7411 1.0448
C 2.3989 1.4394 3.2927
C -0.6898 -2.3533 1.4851
C -2.4816 -2.2477 -1.2998
C -3.2302 2.0514 -1.5246
C -1.0212 -3.9188 3.3585
C -3.7433 -1.0279 0.5509
C -1.2348 -5.2238 3.8089
C 3.0612 1.4431 -1.6932
C 2.2688 -2.0776 -2.4559
C -2.3195 3.2902 -1.5232
C -3.3227 -1.0011 -0.9339
C 4.2095 -0.2692 2.8252
C -4.5815 -1.0482 -1.8200
C 3.5509 1.2503 -0.2364
C 2.7357 0.1053 2.5898
C 1.0821 4.3447 -1.3013
C 0.5271 -1.1443 -3.8615
C -1.3041 0.1607 -2.7829
C 4.9054 0.5138 -0.3312
C -0.0731 3.9646 1.0152
C -4.2437 2.1974 -0.3737
C -0.0728 -0.5022 -2.7175
C -0.9055 -3.6683 1.9681
C -0.9138 1.4131 1.7831
C 2.3817 -1.4384 -0.0130
C 1.7231 -1.3870 -1.3782
C -3.9394 2.0066 -2.8948
C 1.6564 -1.9207 -3.7294
C 1.8360 -0.9799 3.2178
C 3.7573 2.6293 0.4232
C -1.2188 -6.0386 1.5158
C -1.3334 -6.2846 2.8940
H 2.0831 -2.4220 -4.6057
H -1.2980 -6.8649 0.8022
H -1.9160 3.4905 -0.5201
H 4.2828 2.5460 1.3888
H -2.4248 -2.3668 -2.3937
H 4.8077 -0.4526 -0.8533
H 0.7724 -0.7178 3.1098
H -1.4814 3.1763 -2.2301
H -4.5353 2.9312 -3.0147
H 1.6673 4.0531 -2.1981
H -5.3020 -0.2491 -1.5821
H 4.8936 0.5471 2.5445
H 3.4180 -1.8038 -0.0884
H -3.7392 2.1558 0.6076
H 3.1623 -2.6922 -2.3202
H 3.7639 2.1362 -2.1924
H -1.1251 3.8603 1.3319
H 2.5477 1.3154 4.3817
H -2.9586 -3.1500 -0.8716
H 1.8319 -2.1251 0.6531
H -4.5115 -0.2686 0.7659
H -5.0961 -2.0147 -1.6546
H 0.5911 3.7954 1.8872
H -1.5012 -7.3044 3.2551
H -0.9446 -3.0866 4.0637
H -4.3247 -0.9900 -2.8917
H 4.3596 -0.4675 3.9031
H -4.7461 3.1795 -0.4554
H 4.3853 3.2500 -0.2425
H 0.0362 -1.0254 -4.8320
H -0.9219 -4.5373 -0.0265
H 2.8063 3.1622 0.5777
H 1.8406 4.8926 -0.7042
H 0.2361 4.9903 -1.6188
H -2.8925 -0.8375 1.2220
H 4.5013 -1.1801 2.2741
H -1.3258 -5.4155 4.8828
H -3.2017 1.9767 -3.7140
H 1.3481 1.7214 3.1183
H -4.1725 -2.0176 0.8005
H -1.4485 -2.1883 -0.9304
H 5.3832 0.3440 0.6433
H -1.8405 0.1488 -3.7381
H 0.0108 5.0463 0.7826
H -2.9151 4.1701 -1.8317
H 3.0413 2.2669 2.9579
H 3.0683 0.4944 -2.2512
H -5.0269 1.4229 -0.3992
H 2.0550 1.8735 -1.7616
H -4.6215 1.1528 -3.0064
H 2.0057 -1.9793 2.7818
H 5.5912 1.1377 -0.9341
H 2.0674 -1.0430 4.2971
```

How positive or negative is each atom? The Löwdin charges in e answer that:
1 Mn 0.180
2 S 0.726
3 P 1.112
4 P 1.101
5 O 0.063
6 O -0.622
7 N 0.134
8 N 0.037
9 C -0.016
10 C -0.085
11 C -0.090
12 C -0.113
13 C -0.646
14 C -0.010
15 C -0.089
16 C -0.056
17 C -0.092
18 C -0.011
19 C -0.122
20 C -0.628
21 C -0.088
22 C -0.097
23 C -0.632
24 C -0.662
25 C -0.223
26 C 0.003
27 C -0.155
28 C -0.085
29 C -0.264
30 C -0.081
31 C -0.314
32 C -0.198
33 C -0.210
34 C -0.247
35 C -0.329
36 C -0.086
37 C -0.037
38 C -0.112
39 C -0.094
40 C -0.056
41 C -0.048
42 H 0.119
43 H 0.117
44 H 0.041
45 H 0.071
46 H 0.088
47 H 0.073
48 H 0.056
49 H 0.067
50 H 0.096
51 H 0.061
52 H 0.068
53 H 0.069
54 H 0.086
55 H 0.080
56 H 0.123
57 H 0.103
58 H 0.036
59 H 0.100
60 H 0.091
61 H 0.065
62 H 0.070
63 H 0.097
64 H 0.061
65 H 0.118
66 H 0.125
67 H 0.083
68 H 0.094
69 H 0.099
70 H 0.100
71 H 0.122
72 H 0.116
73 H 0.038
74 H 0.058
75 H 0.072
76 H 0.046
77 H 0.087
78 H 0.117
79 H 0.080
80 H 0.053
81 H 0.096
82 H 0.035
83 H 0.059
84 H 0.099
85 H 0.060
86 H 0.104
87 H 0.066
88 H 0.076
89 H 0.062
90 H 0.013
91 H 0.057
92 H 0.077
93 H 0.098
94 H 0.097